#A
The following is a quantum chemistry calculation of 2 unconnected molecules or ions with the total composition C2H2O3, from the OMol25 dataset.

As for the multiplicity: 1. Its charge is 0. The calculation puts the gap between HOMO and LUMO at 11.57 eV.

Positions of all 7 atoms, in Å:
1 C 2.75 -0.29 0.91
2 C -0.98 -0.15 -0.26
3 O 2.77 0.14 -0.14
4 O -0.94 0.74 0.78
5 O -2.06 0.65 -0.10
6 H -0.60 0.14 -1.16
7 H -0.93 -1.23 -0.02

=====

#B
The following is a quantum chemistry calculation of C2H2O3 in the gas phase, from the OMol25 dataset.

As for the multiplicity: 1. Its charge is 0. The calculation puts the gap between HOMO and LUMO at 10.23 eV. As for the SMILES: O=CC(=O)O.

Positions of all 7 atoms, in Å:
1 C 0.40 0.07 -0.10
2 C -1.42 -0.17 0.07
3 O 0.83 -1.07 -0.15
4 O -2.24 0.60 0.33
5 O 1.42 1.02 -0.10
6 H -1.36 -1.25 -0.09
7 H 2.37 0.80 0.03

=====

#C
The following is a quantum chemistry calculation of C2H2O3 in the gas phase, from the OMol25 dataset.

As for the multiplicity: 1. Its charge is 0. The calculation puts the gap between HOMO and LUMO at 9.79 eV. As for the SMILES: O=CC(=O)O.

Positions of all 7 atoms, in Å:
1 C -0.61 0.27 -0.34
2 C 0.73 0.39 0.44
3 H -0.12 -1.50 -0.23
4 H 0.95 1.41 0.98
5 O -0.93 -1.04 -0.56
6 O -1.40 1.10 -0.62
7 O 1.38 -0.63 0.34

=====

Relative energies with respect to the most stable structure, expressed in kJ/mol: #A 370.4; #B 137.3; #C 0.0.

=====

#A
The following is a quantum chemistry calculation of C5H9NS in the gas phase, from the OMol25 dataset.

As for the multiplicity: 1. Its charge is 0. The calculation puts the gap between HOMO and LUMO at 8.46 eV. As for the SMILES: C=C(CC)NC=S.

Positions of all 16 atoms, in Å:
1 C -1.10 1.85 -0.05
2 C 0.05 0.86 0.09
3 C -0.40 -0.64 -0.04
4 C -1.52 -1.37 -0.34
5 C 2.18 -0.82 -0.16
6 H -1.58 1.40 0.77
7 H -0.73 2.98 0.13
8 H -1.62 1.94 -1.03
9 H 0.26 1.03 1.19
10 H 1.05 1.02 -0.54
11 H -2.47 -0.75 -0.59
12 H -1.52 -2.48 -0.13
13 H 0.74 -2.37 0.74
14 H 2.68 -1.73 -0.09
15 N 0.93 -1.40 0.17
16 S 3.05 0.48 -0.15

=====

#B
The following is a quantum chemistry calculation of C5H9NS in the gas phase, from the OMol25 dataset.

As for the multiplicity: 1. Its charge is 0. The calculation puts the gap between HOMO and LUMO at 9.48 eV. As for the SMILES: SNCC1=CCC1.

Positions of all 16 atoms, in Å:
1 C 1.83 -0.21 -1.05
2 C 1.36 1.04 -0.29
3 C 0.32 -0.57 -1.12
4 C -1.34 1.08 -0.10
5 C -0.05 0.51 -0.51
6 N -2.31 0.09 0.18
7 S -2.25 -0.94 1.47
8 H 2.34 -0.04 -2.02
9 H 2.32 -0.84 -0.40
10 H 1.69 1.07 0.78
11 H 1.54 2.10 -0.83
12 H -3.63 -0.53 1.87
13 H -0.10 -1.42 -1.61
14 H -1.30 1.75 0.76
15 H -1.65 1.66 -1.07
16 H -2.65 -0.34 -0.61

=====

Relative energies with respect to the most stable structure, expressed in kJ/mol: #A 103.6; #B 0.0.

=====

#A
The following is a quantum chemistry calculation of 2 unconnected molecules or ions with the total composition C30H31F3NO3S, from the OMol25 dataset.

As for the multiplicity: 1. Its charge is -1. The calculation puts the gap between HOMO and LUMO at 6.03 eV.

Positions of all 69 atoms, in Å:
1 C 3.98 -2.01 -2.71
2 C 3.56 -1.35 -1.40
3 C 3.85 -2.33 -0.25
4 C 4.39 -0.08 -1.20
5 C 2.06 -1.00 -1.43
6 C 1.23 -1.20 -0.37
7 C -0.16 -1.15 -0.46
8 C -1.00 -1.38 0.68
9 C -2.31 -2.00 0.44
10 F -2.82 -2.45 1.64
11 F -3.27 -1.11 -0.05
12 F -2.41 -3.06 -0.44
13 C -0.71 -0.67 -1.71
14 C 0.07 -0.13 -2.70
15 C -0.50 0.64 -3.89
16 C 0.05 2.08 -3.95
17 C -2.03 0.75 -3.88
18 C -0.08 -0.02 -5.21
19 C 1.54 -0.25 -2.60
20 O 2.31 0.32 -3.40
21 H 3.84 -1.31 -3.53
22 H 5.03 -2.31 -2.65
23 H 3.36 -2.89 -2.89
24 H 3.67 -1.87 0.73
25 H 3.20 -3.22 -0.36
26 H 4.91 -2.66 -0.30
27 H 4.10 0.44 -0.28
28 H 5.45 -0.34 -1.15
29 H 4.22 0.60 -2.04
30 H 1.62 -1.45 0.60
31 H -0.45 -1.77 1.56
32 H -1.81 -0.65 -1.74
33 H 1.14 2.04 -4.10
34 H -0.42 2.58 -4.82
35 H -0.17 2.64 -3.03
36 H -2.50 -0.25 -3.91
37 H -2.40 1.33 -3.01
38 H -2.33 1.30 -4.79
39 H -0.42 -1.06 -5.23
40 H -0.53 0.56 -6.03
41 H 1.01 0.01 -5.28
42 C -0.39 -0.61 7.49
43 C -0.13 0.70 7.11
44 C 0.03 1.03 5.77
45 C -0.09 0.02 4.80
46 S 0.18 0.39 3.04
47 C -1.35 0.06 2.19
48 C -1.98 1.20 1.55
49 C -3.38 1.40 1.53
50 C -3.96 2.13 0.52
51 C -3.18 2.70 -0.49
52 C -3.77 3.32 -1.65
53 N -4.31 3.70 -2.63
54 C -1.79 2.64 -0.37
55 C -1.21 2.01 0.70
56 O 0.50 1.80 3.09
57 O 1.20 -0.53 2.55
58 C -0.35 -1.30 5.18
59 C -0.50 -1.61 6.53
60 H -0.49 -0.85 8.54
61 H -0.04 1.48 7.86
62 H 0.24 2.06 5.47
63 H -2.02 -0.64 2.77
64 H -4.00 0.90 2.27
65 H -5.05 2.24 0.44
66 H -1.18 3.09 -1.13
67 H -0.14 2.02 0.80
68 H -0.41 -2.07 4.40
69 H -0.69 -2.64 6.81

=====

#B
The following is a quantum chemistry calculation of a molecular structure, C30H31F3NO3S, from the OMol25 dataset.

As for the multiplicity: 1. Its charge is -1. The calculation puts the gap between HOMO and LUMO at 5.84 eV.

Positions of all 69 atoms, in Å:
1 C -4.00 0.89 -3.18
2 C -3.36 1.26 -1.85
3 C -2.98 2.76 -1.88
4 C -4.37 1.02 -0.72
5 C -2.09 0.41 -1.61
6 C -0.94 0.93 -1.10
7 C 0.28 0.27 -1.15
8 C 1.48 0.84 -0.58
9 C 2.74 0.50 -1.30
10 F 3.71 1.37 -0.87
11 F 3.23 -0.78 -1.01
12 F 2.78 0.52 -2.69
13 C 0.26 -1.09 -1.60
14 C -0.91 -1.79 -1.79
15 C -0.98 -3.30 -1.95
16 C -1.87 -3.96 -0.87
17 C 0.39 -4.00 -1.88
18 C -1.63 -3.67 -3.28
19 C -2.20 -1.05 -1.78
20 O -3.31 -1.62 -1.80
21 H -4.32 -0.14 -3.14
22 H -4.85 1.55 -3.37
23 H -3.26 1.00 -3.97
24 H -2.60 3.10 -0.89
25 H -2.18 2.91 -2.63
26 H -3.87 3.37 -2.16
27 H -3.94 1.25 0.26
28 H -5.25 1.65 -0.89
29 H -4.66 -0.03 -0.73
30 H -0.92 1.90 -0.66
31 H 1.36 1.96 -0.42
32 H 1.24 -1.57 -1.63
33 H -2.89 -3.59 -0.99
34 H -1.84 -5.05 -1.07
35 H -1.52 -3.74 0.15
36 H 1.06 -3.65 -2.68
37 H 0.87 -3.89 -0.89
38 H 0.21 -5.09 -2.03
39 H -1.09 -3.22 -4.11
40 H -1.64 -4.77 -3.35
41 H -2.66 -3.29 -3.27
42 C 3.01 5.44 4.22
43 C 2.31 4.52 4.99
44 C 1.62 3.47 4.39
45 C 1.65 3.33 2.99
46 S 0.71 2.01 2.17
47 C 1.89 0.95 1.29
48 C 1.98 -0.41 1.84
49 C 3.20 -1.11 1.95
50 C 3.22 -2.48 1.88
51 C 2.03 -3.22 1.75
52 C 2.04 -4.64 1.50
53 N 2.15 -5.77 1.13
54 C 0.83 -2.52 1.81
55 C 0.82 -1.16 1.99
56 O 0.11 1.35 3.32
57 O -0.18 2.61 1.19
58 C 2.35 4.26 2.21
59 C 3.03 5.31 2.83
60 H 3.52 6.25 4.70
61 H 2.29 4.61 6.07
62 H 1.07 2.75 5.00
63 H 2.90 1.47 1.17
64 H 4.14 -0.57 1.98
65 H 4.16 -3.05 1.87
66 H -0.09 -3.07 1.70
67 H -0.13 -0.67 2.09
68 H 2.34 4.14 1.12
69 H 3.56 6.02 2.21

=====

Relative energies with respect to the most stable structure, expressed in kJ/mol: #A 0.0; #B 18.5.

=====

#A
The following is a quantum chemistry calculation of C6H12N2O in the gas phase, from the OMol25 dataset.

As for the multiplicity: 1. Its charge is 0. The calculation puts the gap between HOMO and LUMO at 10.65 eV. As for the SMILES: [H]/N=[N+](\[O-])C1CCCCC1.

Positions of all 21 atoms, in Å:
1 C 0.77 -0.38 -1.87
2 C 0.09 0.92 -1.57
3 C 0.11 -1.49 -1.00
4 C 0.07 1.36 -0.09
5 C -0.08 -1.16 0.51
6 C -0.66 0.19 0.64
7 N 0.53 0.40 2.76
8 N -0.63 0.49 2.37
9 O -1.69 0.62 2.92
10 H 0.64 -0.55 -3.01
11 H 1.76 -0.21 -1.70
12 H 0.54 1.72 -2.05
13 H -0.86 0.70 -1.94
14 H -0.79 -1.53 -1.50
15 H 0.72 -2.32 -1.23
16 H 1.02 1.40 0.25
17 H -0.65 2.29 0.14
18 H -0.74 -1.94 1.04
19 H 0.73 -1.11 1.14
20 H -1.64 0.10 0.41
21 H 0.78 0.49 3.77

=====

#B
The following is a quantum chemistry calculation of 2 unconnected molecules or ions with the total composition C6H12N2O, from the OMol25 dataset.

As for the multiplicity: 1. Its charge is 0. The calculation puts the gap between HOMO and LUMO at 7.66 eV. As for the SMILES: C=C(C)OC.CNC#N.

Positions of all 21 atoms, in Å:
1 C -1.42 0.44 2.27
2 C -0.97 0.83 -1.31
3 C -0.86 0.06 -0.01
4 C -1.10 -1.30 0.00
5 O -1.39 0.92 1.00
6 H -1.67 1.24 2.96
7 H -2.02 -0.47 2.38
8 H -0.16 0.11 2.46
9 H -0.75 0.19 -2.16
10 H -0.29 1.68 -1.30
11 H -1.98 1.21 -1.41
12 H -1.05 -1.85 -0.93
13 H -1.09 -1.88 0.91
14 C 1.93 -0.43 -1.56
15 N 1.94 0.32 -0.31
16 C 1.09 0.11 0.72
17 N 1.13 0.08 1.92
18 H 2.85 0.63 0.00
19 H 2.94 -0.79 -1.77
20 H 1.61 0.19 -2.39
21 H 1.27 -1.30 -1.49

=====

Relative energies with respect to the most stable structure, expressed in kJ/mol: #A 0.0; #B 41.9.

=====

#A
The following is a quantum chemistry calculation of C6H12N2O in the gas phase, from the OMol25 dataset.

As for the multiplicity: 1. Its charge is 0. The calculation puts the gap between HOMO and LUMO at 9.62 eV. As for the SMILES: [H]/N=C(\OC)C(C)(C)N=C.

Positions of all 21 atoms, in Å:
1 C 0.87 -1.04 -2.19
2 C 0.35 0.66 0.04
3 C -1.17 -1.48 0.50
4 C -2.10 0.42 -1.06
5 C 2.44 0.68 1.31
6 C -0.87 -0.52 -0.61
7 N 0.02 1.85 0.07
8 N -0.27 -1.15 -1.72
9 O 1.35 0.05 0.72
10 H 1.21 -1.74 -3.04
11 H 1.68 -0.18 -2.00
12 H -1.66 -0.90 1.29
13 H -0.28 -1.96 0.76
14 H -1.91 -2.16 -0.03
15 H -2.70 0.04 -1.85
16 H -1.61 1.34 -1.31
17 H -2.65 0.61 -0.11
18 H 2.83 1.35 0.44
19 H 3.21 0.02 1.60
20 H 2.30 1.23 2.33
21 H 0.77 2.53 0.30

=====

#B
The following is a quantum chemistry calculation of a molecular structure, C6H12N2O, from the OMol25 dataset.

As for the multiplicity: 1. Its charge is 0. The calculation puts the gap between HOMO and LUMO at 8.59 eV.

Positions of all 21 atoms, in Å:
1 C 0.88 -0.44 -0.86
2 C 0.74 -1.16 1.84
3 C -1.84 -0.03 -1.77
4 C -1.00 0.28 0.74
5 C 0.48 0.12 1.04
6 C -1.18 -0.13 -0.48
7 N 1.17 0.73 -1.64
8 O -1.86 0.85 1.61
9 N 1.22 1.20 1.26
10 H -1.38 1.04 2.43
11 H 0.66 2.05 1.29
12 H 1.86 0.53 -2.36
13 H 1.58 1.42 -1.00
14 H 1.77 -0.91 -0.44
15 H 0.49 -1.25 -1.50
16 H 0.39 -2.05 1.32
17 H 1.81 -1.24 2.03
18 H 0.21 -1.10 2.80
19 H -2.11 -1.00 -2.19
20 H -2.74 0.60 -1.68
21 H -1.15 0.49 -2.46

=====

#C
The following is a quantum chemistry calculation of C6H12N2O in the gas phase, from the OMol25 dataset.

As for the multiplicity: 1. Its charge is 0. The calculation puts the gap between HOMO and LUMO at 9.50 eV. As for the SMILES: CCNC[C@@H]1CN1C=O.

Positions of all 21 atoms, in Å:
1 C 1.15 -0.79 2.22
2 C 0.78 0.66 1.89
3 C -0.63 1.23 -0.20
4 C 0.25 0.43 -1.18
5 C -0.04 0.24 -2.61
6 C -1.40 -1.32 -1.28
7 H 1.93 -0.88 3.01
8 H 0.19 -1.29 2.55
9 H 1.45 -1.41 1.40
10 H 0.68 1.18 2.82
11 H 1.58 1.15 1.33
12 H -0.58 -0.33 0.93
13 H -0.32 2.24 -0.17
14 H -1.70 1.10 -0.46
15 H 1.34 0.43 -1.05
16 H 0.69 0.03 -3.42
17 H -0.97 0.58 -3.03
18 H -2.05 -1.53 -2.11
19 N -0.49 0.64 1.13
20 N -0.16 -0.89 -1.69
21 O -1.70 -1.48 -0.10

=====

#D
The following is a quantum chemistry calculation of 2 unconnected molecules or ions with the total composition C6H12N2O, from the OMol25 dataset.

As for the multiplicity: 1. Its charge is 0. The calculation puts the gap between HOMO and LUMO at 8.50 eV. As for the SMILES: [H]/N=C(/C)OC.C=C=NC.

Positions of all 21 atoms, in Å:
1 C 0.13 -2.13 1.43
2 C 1.00 -0.75 -1.72
3 C 1.25 -0.53 -0.28
4 O 0.01 -1.06 0.50
5 N 2.27 -0.12 0.29
6 H 2.27 -0.11 1.30
7 H -0.84 -2.61 1.48
8 H 0.89 -2.84 1.10
9 H 0.48 -1.71 2.38
10 H 1.48 -1.68 -2.03
11 H 1.41 0.10 -2.27
12 H -0.06 -0.82 -1.93
13 C -0.14 2.55 -0.41
14 C -2.49 0.39 0.33
15 N -0.29 1.48 0.54
16 C -1.17 0.56 0.46
17 H 0.94 2.67 -0.54
18 H -0.63 2.40 -1.38
19 H -0.45 3.48 0.07
20 H -3.11 1.26 0.17
21 H -2.97 -0.55 0.51

=====

Relative energies with respect to the most stable structure, expressed in kJ/mol: #A 103.2; #B 303.0; #C 0.0; #D 224.9.

=====

#A
The following is a quantum chemistry calculation of 2 unconnected molecules or ions with the total composition C6H12N2O, from the OMol25 dataset.

As for the multiplicity: 1. Its charge is 0. The calculation puts the gap between HOMO and LUMO at 8.51 eV. As for the SMILES: C=CC(N)=O.C=CNC.

Positions of all 21 atoms, in Å:
1 C -0.12 2.19 0.48
2 N 0.90 1.50 -0.28
3 C 0.81 -1.73 0.98
4 N 0.45 -1.01 2.08
5 O 1.98 -1.92 0.68
6 H 1.56 0.96 0.29
7 H -0.49 -0.99 2.43
8 H 1.20 -0.68 2.68
9 H -0.97 1.53 0.69
10 H 0.30 2.51 1.44
11 H -0.48 3.08 -0.05
12 C -0.30 -2.34 0.21
13 C 0.74 0.98 -1.54
14 C -1.50 -1.78 0.05
15 C -0.26 1.19 -2.41
16 H -0.05 -3.27 -0.28
17 H 1.56 0.32 -1.82
18 H -1.75 -0.81 0.47
19 H -2.25 -2.26 -0.56
20 H -0.24 0.70 -3.37
21 H -1.09 1.84 -2.18

=====

#B
The following is a quantum chemistry calculation of C6H12N2O in the gas phase, from the OMol25 dataset.

As for the multiplicity: 1. Its charge is 0. The calculation puts the gap between HOMO and LUMO at 8.02 eV. As for the SMILES: C/N=C(\O)C(N)=C(C)C.

Positions of all 21 atoms, in Å:
1 C -0.17 2.24 -1.07
2 C -1.39 -0.74 -0.92
3 C -1.24 -1.00 1.59
4 C 1.24 0.53 -0.12
5 C 0.89 -0.77 0.23
6 C -0.54 -0.66 0.31
7 N 1.66 -1.71 0.94
8 O 2.51 0.95 -0.40
9 N 0.18 1.35 0.03
10 H 2.57 1.90 -0.21
11 H 2.59 -1.36 1.16
12 H 1.74 -2.60 0.47
13 H 0.44 2.10 -1.97
14 H -1.23 2.08 -1.31
15 H -0.11 3.28 -0.75
16 H -2.28 -0.10 -0.84
17 H -0.84 -0.48 -1.82
18 H -0.55 -0.98 2.44
19 H -2.03 -0.26 1.76
20 H -1.72 -1.98 1.54
21 H -1.75 -1.77 -1.05

=====

Relative energies with respect to the most stable structure, expressed in kJ/mol: #A 0.0; #B 168.4.